Computed, not measured: a structure of composition C33H77Cl2N11O11Zr at a distorted geometry, with ωB97M-V/def2-TZVPD.

Calculated values
Electronic energy ... -3700.7811 hartree
Gap between HOMO and LUMO ... 5.03 eV
M ... 966.2 g/mol
E_LUMO ... -6.297 eV
Charge ... +2
HOMO energy ... -11.32 eV

Positions of all 135 atoms, in Å:
Zr  18.8399  -10.8219  -8.1448
Cl  19.4117  -13.0172  -9.5570
Cl  18.2283  -9.4856  -10.2340
C  22.2973  -19.6248  -12.2545
C  22.3110  -18.1104  -12.3340
O  23.3038  -17.5342  -12.8386
N  21.2250  -17.4496  -11.8100
C  21.0765  -16.0019  -11.8459
H  22.5425  -20.0123  -13.2433
H  21.2877  -20.0040  -12.0959
H  23.1132  -19.8741  -11.5761
H  20.6068  -17.9940  -11.2256
H  20.4881  -15.5763  -12.6587
H  22.0314  -15.4810  -11.9161
H  20.7824  -15.6597  -10.8537
C  17.9947  -18.2205  -7.6898
C  18.9321  -18.9035  -8.6444
O  19.4986  -18.2273  -9.5358
N  19.0168  -20.2301  -8.5778
C  20.1039  -20.8863  -9.2498
H  18.5720  -17.9044  -6.8209
H  17.1746  -18.8469  -7.3388
H  17.5477  -17.3776  -8.2169
H  18.4508  -20.8219  -7.9866
H  21.0258  -20.6400  -8.7231
H  20.3703  -20.8069  -10.3037
H  20.0130  -21.9322  -8.9566
C  22.2184  -8.5125  -9.7802
C  22.0599  -9.9656  -9.4664
O  20.9422  -10.3676  -9.0602
N  23.1689  -10.6966  -9.6725
C  23.2897  -12.1714  -9.4396
H  22.1063  -7.8474  -8.9239
H  21.5655  -8.3208  -10.6317
H  23.2256  -8.2736  -10.1216
H  24.0123  -10.1436  -9.7269
H  22.2877  -12.5090  -9.7043
H  23.4749  -12.2184  -8.3665
H  24.1118  -12.6602  -9.9624
C  15.4543  -12.0704  -10.9282
C  15.4027  -12.0798  -9.4307
O  16.4144  -11.7276  -8.7838
N  14.1795  -12.2551  -8.9083
C  13.7380  -12.1725  -7.5544
H  15.2087  -11.0572  -11.2463
H  14.8198  -12.8255  -11.3921
H  16.4608  -12.4181  -11.1613
H  13.4477  -12.5471  -9.5402
H  13.2825  -11.2028  -7.3535
H  14.5240  -12.1971  -6.7996
H  12.9150  -12.8680  -7.3901
C  17.1627  -15.5991  -11.3825
C  15.9258  -15.3012  -12.1882
O  15.8359  -14.4325  -13.0274
N  14.8287  -15.7109  -11.6035
C  13.4328  -15.5277  -12.1477
H  17.2211  -15.3535  -10.3221
H  18.0319  -15.2042  -11.9084
H  17.2092  -16.6722  -11.1972
H  14.9359  -16.3830  -10.8573
H  12.9609  -16.5015  -12.2788
H  13.3867  -14.9696  -13.0828
H  13.0652  -15.0086  -11.2625
C  15.1032  -8.5396  -8.1296
C  16.0727  -9.0116  -6.9754
O  17.0456  -9.7142  -7.2058
N  15.8382  -8.6251  -5.7287
C  14.4914  -8.3066  -5.1464
H  15.4414  -7.5885  -8.5409
H  14.1655  -8.4654  -7.5788
H  15.0750  -9.3195  -8.8905
H  16.6344  -8.7574  -5.1216
H  14.3980  -7.2651  -5.4543
H  14.6322  -8.2730  -4.0660
H  13.6048  -8.8807  -5.4155
C  17.1305  -12.1894  -4.4710
C  17.3647  -12.8357  -5.8085
O  17.9794  -12.2414  -6.7120
N  16.7390  -14.0466  -5.9249
C  16.7797  -14.8411  -7.1375
H  17.9873  -11.5875  -4.1680
H  17.0529  -12.9434  -3.6876
H  16.2256  -11.5832  -4.4288
H  16.1449  -14.4275  -5.2023
H  16.4357  -14.3847  -8.0657
H  16.2228  -15.7550  -6.9310
H  17.8268  -15.0610  -7.3457
C  22.0336  -11.4047  -12.6786
C  22.5715  -12.6981  -13.1596
O  21.8713  -13.4429  -13.8498
N  23.8195  -13.0605  -12.9925
C  24.3932  -14.3170  -13.5762
H  21.3838  -11.6266  -11.8321
H  21.5470  -10.8521  -13.4823
H  22.7391  -10.7152  -12.2150
H  24.4096  -12.6575  -12.2788
H  24.0541  -15.1600  -12.9741
H  25.4719  -14.3108  -13.4201
H  24.1968  -14.4698  -14.6374
C  25.6872  -15.3660  -10.4760
C  24.6405  -15.7168  -9.3387
O  24.4830  -15.0230  -8.3593
N  24.1097  -16.8922  -9.5513
C  22.9571  -17.4056  -8.8014
H  25.5258  -14.3252  -10.7565
H  25.8891  -16.0021  -11.3379
H  26.6863  -15.2452  -10.0573
H  24.2346  -17.2625  -10.4826
H  23.1092  -17.5565  -7.7326
H  22.7017  -18.3748  -9.2299
H  22.1280  -16.7422  -9.0475
C  22.2104  -11.6885  -5.0458
C  21.5200  -12.4356  -6.2563
O  20.5878  -11.8973  -6.8403
N  21.9923  -13.6224  -6.7018
C  22.8505  -14.4806  -5.8888
H  23.0377  -12.2434  -4.6034
H  21.4813  -11.3141  -4.3272
H  22.8217  -10.9797  -5.6044
H  21.5579  -14.0225  -7.5211
H  23.8985  -14.1823  -5.8625
H  22.9703  -15.5147  -6.2119
H  22.4516  -14.4717  -4.8744
C  18.5687  -14.5543  -14.9032
C  19.1786  -15.7900  -15.5221
O  18.4500  -16.5727  -16.1247
N  20.4738  -15.9791  -15.2496
C  21.1928  -17.1812  -15.7428
H  18.3555  -14.8527  -13.8768
H  17.6817  -14.1878  -15.4200
H  19.2119  -13.6753  -14.8607
H  20.9545  -15.2225  -14.7843
H  20.6113  -18.0666  -15.4860
H  22.1994  -17.3297  -15.3519
H  21.3426  -16.9723  -16.8020

Force components x, y, z for each atom (eV/Å):
Zr -0.10 -2.84 -3.32
Cl -0.71 1.60 1.03
Cl 0.51 -0.90 1.94
C -0.28 0.74 -0.77
C 0.73 1.25 -0.60
O -1.60 -0.56 1.00
N 1.14 -0.27 -0.84
C 0.89 0.39 0.85
H 0.36 0.16 0.00
H 0.25 -0.16 0.79
H -0.43 -0.58 0.20
H -0.25 0.15 -0.05
H -0.34 -0.44 0.19
H 0.43 -0.51 -0.45
H -0.86 -0.07 -0.06
C -0.27 -0.01 0.05
C -0.74 1.39 -1.68
O -0.18 -1.09 1.61
N 0.36 0.00 -0.79
C 1.54 -1.67 1.22
H -0.09 0.25 0.02
H 0.14 -0.24 0.02
H 0.26 0.09 0.17
H 0.01 0.59 0.07
H 0.26 0.43 -0.04
H -1.15 0.40 -0.02
H -0.12 -0.22 -0.62
C 0.89 0.28 -0.38
C 0.70 0.55 0.32
O -0.52 -0.62 0.68
N -0.54 -0.42 0.21
C -0.78 1.75 0.79
H -0.78 -0.18 -0.05
H -0.33 0.41 0.33
H 0.08 -0.23 -0.18
H -0.08 -0.12 -0.32
H 0.28 -0.76 0.12
H -0.06 -0.81 -0.10
H -0.29 0.37 -0.19
C 0.44 -1.23 0.38
C 0.67 1.42 -0.49
O -0.80 -0.58 0.61
N 0.08 -0.67 -0.16
C -0.48 1.00 0.98
H 0.28 -0.12 -0.31
H -0.37 0.29 -0.01
H 0.10 0.66 -0.44
H 0.34 0.11 -0.24
H -0.16 0.35 -0.22
H 0.20 -0.72 -0.30
H 0.45 -0.34 0.24
C 0.91 -1.25 -0.31
C 0.59 2.77 1.49
O 0.95 0.19 -1.61
N -2.64 -2.29 0.19
C 1.48 -0.26 1.53
H -0.59 1.27 -0.08
H 0.03 -0.33 0.29
H 0.54 -0.47 -0.87
H -0.28 -0.10 -0.22
H -0.03 0.12 0.08
H 0.36 0.11 0.40
H -1.38 0.22 -0.67
C 0.83 -1.27 2.15
C -2.06 1.40 -1.57
O 3.66 -1.06 -0.53
N -1.04 -0.86 0.21
C 1.63 1.99 0.03
H -0.06 -0.06 0.14
H -0.34 0.37 -0.79
H 0.01 0.20 0.05
H -0.31 -0.27 0.33
H -0.95 0.02 0.23
H -0.18 -0.25 -0.10
H 0.61 -0.40 -0.28
C 0.67 -0.13 0.73
C -2.02 -0.81 0.87
O 0.27 -0.38 -0.12
N 0.89 1.80 -1.21
C 0.75 -0.52 -0.35
H -0.05 0.21 -0.29
H -0.20 -0.10 -0.08
H 0.02 0.03 -0.33
H 0.38 0.58 0.31
H -0.43 0.47 0.38
H 0.17 0.03 -0.21
H 0.01 -0.37 0.00
C 0.22 0.90 1.23
C -1.40 -1.09 -2.08
O -0.74 0.34 0.18
N 3.21 -0.88 0.51
C -0.15 0.25 1.06
H -0.75 -0.01 -0.34
H -0.28 -0.41 0.13
H 0.57 -0.16 -0.37
H -0.22 0.40 -0.32
H -0.34 -0.22 -0.47
H 0.02 0.42 -0.13
H -0.33 0.30 0.26
C 0.37 1.13 1.21
C 2.88 0.32 -1.99
O -0.60 0.87 0.66
N -1.36 -1.89 0.09
C 0.02 -0.04 -0.97
H -0.45 -0.06 -0.49
H -0.94 -0.17 0.06
H -0.01 -0.34 0.71
H -0.04 -0.12 0.02
H 0.24 0.39 -0.12
H 0.02 0.01 0.06
H -0.34 -0.06 0.58
C 0.37 -1.48 -1.97
C 1.63 -1.23 1.26
O -2.01 1.99 -0.89
N 0.03 0.51 0.82
C 0.66 -0.15 0.81
H -0.61 -0.48 0.40
H 0.30 0.22 -0.31
H -0.55 1.00 0.25
H -0.11 0.20 -0.13
H -0.11 0.54 -0.10
H -0.81 0.23 -0.49
H 0.16 -0.21 0.04
C 0.30 0.67 0.10
C -1.53 0.18 -0.43
O 0.74 -0.11 0.09
N 1.21 -0.77 0.41
C -0.21 1.12 -0.11
H -0.40 0.32 -0.06
H -0.15 -0.69 0.15
H 0.51 -0.22 0.11
H 0.25 -0.08 -0.13
H -0.08 0.06 -0.57
H -0.16 0.56 0.58
H -0.30 -0.92 -0.23